Molecular formula: C31H34BaBrN6OSb2
Method: DFT, ωB97M-V/def2-TZVPD

Cartesian coordinates (Å):
Ba -0.389 0.678 0.034
Sb -0.273 3.729 -0.364
Sb 3.155 1.781 -0.159
Br -4.384 6.738 -4.345
O -1.908 2.013 0.837
N 1.154 -4.739 0.380
N 1.560 -4.727 -1.873
N -7.254 1.859 -0.568
N -7.731 2.664 -1.364
N -2.982 -0.307 -0.126
N 0.032 -2.199 0.216
C -5.038 4.125 -3.418
C 0.152 -2.839 1.386
C -3.772 0.771 0.068
C 1.908 6.778 0.292
C -5.935 1.917 -0.137
C 3.061 2.206 1.942
C -4.907 -1.587 -0.760
C 1.037 -4.116 -0.798
C -7.433 4.884 -2.222
C -5.779 3.197 -2.720
C -3.183 1.974 0.582
C 0.691 -4.120 1.447
C -1.943 4.611 -1.383
C -5.346 3.068 0.359
C 0.432 -2.839 -0.870
C 3.900 6.659 1.608
C -6.962 3.580 -2.074
C 1.267 5.017 -1.319
C -3.534 -1.439 -0.512
C -4.021 3.071 0.764
C -6.681 5.820 -2.903
C 2.738 7.326 1.247
C 4.229 5.477 0.973
C 3.424 4.930 -0.027
C -5.722 -0.496 -0.612
C 3.931 3.757 -0.773
C -5.476 5.440 -3.474
C 5.087 0.811 -0.029
C -5.167 0.726 -0.197
C -0.392 4.750 1.505
C 2.216 5.575 -0.349
H -2.865 -2.285 -0.628
H 2.488 8.268 1.711
H 3.814 2.944 2.198
H 1.969 -5.637 -1.740
H 0.693 5.799 -1.802
H 1.009 7.306 0.004
H 5.008 3.660 -0.627
H 0.544 4.662 2.049
H 3.727 3.839 -1.839
H -2.203 5.549 -0.898
H 0.760 -4.667 2.376
H -5.308 -2.539 -1.068
H -5.454 2.167 -2.680
H -3.595 3.965 1.190
H -6.786 -0.536 -0.789
H -2.801 3.946 -1.355
H -8.370 5.154 -1.759
H -1.668 4.806 -2.418
H 4.555 7.077 2.358
H -0.209 -2.321 2.267
H 1.746 4.407 -2.078
H 5.160 4.986 1.226
H -5.930 3.971 0.464
H 0.283 -2.344 -1.825
H -4.116 3.838 -3.901
H -1.195 4.306 2.081
H 1.358 -4.415 -2.806
H 5.562 0.776 -1.007
H 3.248 1.290 2.498
H -0.600 5.801 1.330
H -7.030 6.838 -2.985
H 2.083 2.596 2.209
H 5.718 1.372 0.656
H 4.966 -0.206 0.338

Summary:
Charge = +1
LUMO energy = -2.844 eV
Energy above the lowest of the compared OMol25 structures with the same formula, charge and spin = 8.42 kcal/mol
Highest occupied orbital energy = -9.6962 eV
Multiplicity = 1
Orbital gap = 6.9 eV